The following is a quantum chemistry calculation of a structure of composition C52H71GeKN4O6P2, from the OMol25 dataset.

As for the energy above the lowest of the compared OMol25 structures with the same formula, charge and spin: 0.2781 eV. Its spin multiplicity is 2. For the HOMO energy (alpha / beta), the calculation gives -3.149 / -3.150 eV. As for the net charge: -1. The HOMO-LUMO gap (alpha / beta) is 0.183 / 0.183 hartree.

Each line ends with the Mulliken spin population.
Element x y z (Å)
Ge: -0.454 -1.823 -3.031  0.378
K: 0.052 -0.506 0.692  -0.122
P: -0.021 2.960 2.343  -0.002
P: -1.034 3.012 -0.460  -0.004
O: -2.387 3.304 0.276  0.001
O: 1.327 3.240 3.116  0.000
O: -0.717 1.627 -0.847  0.076
O: -0.504 1.581 2.258  0.001
O: -1.069 4.047 -1.667  -0.001
O: -1.027 3.894 3.131  0.000
N: 0.686 -2.864 -0.786  0.090
N: 0.504 -1.178 3.424  0.001
N: 2.451 -1.965 1.778  -0.002
N: -1.751 -2.465 0.190  0.086
C: 3.510 -2.258 0.842  -0.002
C: -1.623 0.413 -4.607  0.019
C: -3.090 -2.076 3.146  -0.001
C: 4.041 -1.671 3.601  0.000
C: -3.627 -2.736 1.873  0.003
C: -0.426 3.761 -2.941  0.005
C: -4.253 -0.196 -3.974  -0.015
C: 3.853 -2.418 6.003  0.000
C: 2.576 1.301 2.153  0.000
C: -0.927 -3.626 -3.660  0.067
C: 2.072 -3.038 -1.192  0.016
C: -0.804 -1.220 4.044  0.000
C: -1.512 -3.652 -0.284  -0.059
C: 2.632 2.592 2.940  0.000
C: 2.504 -2.801 6.044  0.000
C: 2.832 -1.923 -5.757  -0.004
C: 0.456 -5.258 -0.716  0.027
C: -3.748 1.617 -0.927  0.003
C: -3.214 -0.953 -3.454  0.039
C: -0.062 -3.925 -0.619  -0.030
C: -1.905 6.096 2.898  0.000
C: 4.149 0.981 -3.853  0.001
C: -3.979 0.875 -4.818  0.037
C: -0.150 -6.486 -0.892  -0.012
C: 3.655 -0.901 -5.385  0.012
C: -1.606 -2.363 3.395  -0.001
C: 3.088 -3.392 -0.095  -0.010
C: 1.489 -2.572 5.154  0.000
C: 2.585 1.529 -2.111  0.035
C: -1.487 -6.834 -1.025  0.045
C: -1.359 4.273 -4.014  -0.001
C: 1.618 -2.154 -5.070  -0.007
C: -3.106 -2.103 0.567  0.000
C: 3.808 1.754 -2.779  -0.003
C: -2.660 1.175 -5.133  -0.024
C: 2.070 -0.287 -3.632  0.009
C: 1.211 -1.360 -4.028  0.130
C: -0.745 5.278 3.427  0.000
C: 0.164 3.707 0.700  0.000
C: 2.728 -1.845 3.039  0.000
C: 0.924 4.447 -2.969  0.000
C: -3.622 2.522 0.283  0.000
C: 1.739 0.546 -2.535  -0.144
C: 4.493 -1.884 4.891  0.000
C: -0.552 5.406 4.923  0.000
C: 1.507 -1.802 3.927  0.000
C: 3.566 3.622 2.340  0.000
C: -3.695 1.788 1.602  -0.001
C: -2.557 -4.610 -0.540  0.051
C: -1.882 -0.671 -3.767  0.081
C: -2.545 -5.943 -0.879  -0.012
C: 3.298 -0.061 -4.301  -0.014
H: 3.574 0.861 2.151  0.000
H: 4.451 -2.598 6.889  0.000
H: -1.455 5.083 5.443  0.000
H: 5.545 -1.646 5.039  0.000
H: -0.912 4.115 -4.997  0.000
H: 0.045 4.790 0.763  0.000
H: -1.722 -7.871 -1.230  0.004
H: 4.584 3.231 2.335  0.000
H: -3.553 -4.201 -0.438  0.003
H: -1.293 -0.269 3.811  0.000
H: 3.289 3.849 1.308  0.000
H: -0.307 2.678 -3.023  -0.002
H: -3.242 -0.992 3.067  0.000
H: 2.401 -2.091 -1.633  0.021
H: -0.345 6.443 5.193  0.000
H: 2.714 -4.204 0.532  0.000
H: -3.603 2.169 -1.858  0.002
H: -3.694 -2.401 4.000  0.000
H: -4.754 1.195 -0.943  0.000
H: -4.721 -2.663 1.869  0.000
H: -1.114 -3.598 -4.736  0.027
H: 0.279 4.783 5.251  0.000
H: 0.792 0.373 -2.039  0.202
H: -3.441 -1.787 -2.795  0.006
H: -4.632 1.231 1.661  0.000
H: 1.160 3.488 0.310  0.000
H: 0.181 5.567 2.921  0.000
H: 3.985 -3.764 -0.604  0.002
H: -3.124 -1.015 0.699  -0.008
H: 0.553 -7.313 -0.972  -0.001
H: -0.599 0.650 -4.881  0.005
H: -2.313 3.751 -3.980  0.001
H: -1.532 5.343 -3.879  0.000
H: -1.490 -3.283 3.976  0.000
H: 4.439 -2.574 1.337  0.000
H: 1.904 0.574 2.611  0.000
H: 4.794 -1.337 2.897  0.000
H: 1.557 4.108 -2.149  0.000
H: -0.777 -1.308 5.138  0.000
H: 2.205 -3.340 6.941  0.000
H: 3.110 -2.572 -6.579  0.000
H: 3.550 4.547 2.919  0.000
H: 5.088 1.142 -4.370  0.000
H: -2.863 1.093 1.703  0.000
H: 2.278 1.479 1.114  0.000
H: -1.830 -3.973 -3.157  -0.015
H: -0.133 -4.339 -3.438  -0.009
H: -3.535 -6.373 -1.020  0.000
H: 4.593 -0.726 -5.900  0.000
H: -4.787 1.466 -5.233  0.003
H: -2.828 5.797 3.398  0.000
H: 2.147 -3.789 -1.995  -0.003
H: -3.034 0.796 -0.897  0.001
H: -2.440 1.998 -5.803  0.000
H: 1.441 4.213 -3.902  0.000
H: -2.037 5.939 1.827  0.000
H: 2.318 2.131 -1.249  0.005
H: -3.823 -2.310 -0.241  -0.001
H: 1.004 -2.991 -5.380  0.000
H: 0.516 -2.962 5.430  0.000
H: 4.478 2.532 -2.433  0.000
H: 2.939 2.366 3.961  0.000
H: 1.534 -5.314 -0.692  0.015
H: -3.385 -3.802 1.875  -0.001
H: -1.131 -2.564 2.435  -0.001
H: -3.641 2.487 2.437  0.000
H: 3.760 -1.366 0.244  0.001
H: 0.801 5.529 -2.896  0.000
H: -4.396 3.292 0.243  0.000
H: -5.279 -0.440 -3.723  0.000
H: -1.735 7.157 3.084  0.000

Atomic forces in eV per Å
0.06 -0.05 0.06
0.29 -0.50 0.09
0.06 0.01 0.09
0.04 0.02 0.06
0.03 0.08 0.06
-0.02 -0.01 -0.05
0.02 0.14 -0.07
-0.02 0.11 0.06
0.01 -0.12 -0.05
-0.02 -0.02 -0.04
-0.05 -0.04 0.01
0.00 0.07 -0.06
0.00 0.05 -0.04
-0.13 -0.03 -0.13
0.02 0.01 0.03
-0.04 0.03 -0.01
-0.01 0.00 0.02
-0.07 0.00 -0.03
-0.02 -0.02 0.00
0.02 0.05 0.02
-0.02 0.04 0.00
-0.01 0.02 -0.05
-0.05 0.06 0.09
-0.03 0.03 0.01
0.02 0.04 0.05
-0.02 0.03 0.02
-0.03 0.01 0.08
-0.02 -0.02 0.00
-0.03 -0.02 0.03
0.02 0.01 -0.01
-0.03 0.05 -0.02
-0.07 -0.02 0.03
0.04 -0.05 0.06
0.02 -0.01 -0.05
-0.02 0.01 -0.02
-0.02 0.02 0.04
0.00 -0.01 0.00
0.04 -0.04 0.00
-0.01 0.00 -0.01
0.02 -0.03 0.00
-0.03 0.00 -0.02
0.03 0.00 0.00
-0.05 -0.01 0.05
-0.01 0.04 0.02
0.01 0.03 -0.04
-0.03 -0.01 0.01
0.03 -0.04 0.02
0.03 -0.02 -0.05
0.00 0.00 -0.01
-0.03 -0.01 0.02
0.02 0.01 -0.02
0.02 -0.01 0.04
-0.11 0.02 0.08
0.02 -0.01 -0.01
0.00 0.01 -0.02
0.00 -0.02 -0.08
-0.01 -0.07 -0.06
0.05 0.00 0.05
0.00 0.00 0.01
-0.03 0.00 -0.01
0.04 0.00 -0.01
-0.02 -0.02 0.05
0.09 0.04 -0.01
0.05 0.05 -0.09
-0.03 -0.04 -0.02
-0.01 0.00 -0.03
0.00 -0.01 -0.05
0.01 0.00 0.00
0.00 0.00 0.00
0.00 0.00 0.00
-0.02 -0.02 -0.01
0.04 0.01 -0.05
0.00 0.00 0.00
0.00 0.00 0.00
-0.02 -0.01 -0.01
0.00 0.00 0.01
-0.02 0.00 0.00
-0.01 0.00 0.01
0.01 0.00 -0.03
-0.01 -0.01 -0.01
0.00 0.00 -0.01
0.00 0.00 0.00
0.02 -0.01 -0.02
0.01 0.02 0.01
0.00 0.01 0.00
0.00 0.01 0.00
-0.01 -0.02 0.00
0.00 0.00 0.00
-0.01 0.09 0.09
-0.01 0.02 0.00
0.00 0.00 0.00
0.00 0.01 -0.01
-0.01 0.01 -0.01
0.01 0.01 0.00
-0.02 0.02 0.02
0.00 0.00 0.00
0.01 0.00 0.01
0.00 -0.01 0.01
0.01 -0.01 0.00
-0.01 0.00 -0.01
0.00 0.00 0.00
-0.05 0.09 -0.04
0.02 0.00 0.01
-0.01 0.01 -0.01
0.00 -0.02 0.00
0.00 0.00 -0.01
0.00 0.00 0.00
0.00 0.00 0.00
0.00 0.00 0.00
0.01 -0.01 -0.03
0.02 -0.02 -0.01
-0.01 -0.01 0.00
0.02 0.01 0.00
0.00 0.00 0.00
0.00 0.00 0.00
0.00 0.00 0.01
0.01 0.00 0.01
0.00 -0.01 0.00
0.02 0.01 -0.02
0.00 -0.01 0.00
0.01 -0.01 0.01
0.02 0.00 0.00
0.03 -0.03 -0.02
0.00 0.02 -0.01
0.01 -0.01 -0.01
0.00 0.00 0.01
0.00 0.01 0.00
0.00 0.00 0.00
0.01 -0.01 -0.01
0.00 0.01 0.01
0.00 0.02 0.00
-0.01 0.00 0.00
-0.01 0.00 -0.02
-0.01 0.00 0.00
-0.01 0.00 -0.02
0.00 0.00 0.00
0.00 0.00 -0.01